Entry 1:
{"formula": "C3H3OZn", "method": "the ωB97M-V functional and the def2-TZVPD basis", "max_force_ev_per_a": 3.8, "total_charge": 1, "total_energy_ev": -53612.9453, "orbital_gap_ev": 5.8, "species": ["H", "O", "C", "C", "C", "H", "H", "Zn"], "positions_angstrom": [[-1.598, 0.463, -0.931], [0.171, 1.277, 0.034], [-1.023, 0.227, -0.025], [0.047, -0.782, -0.127], [1.020, 0.197, -0.096], [-1.629, 0.264, 0.890], [0.093, -1.852, 0.060], [2.920, 0.206, 0.194]], "nbo_charge": [0.244, -0.514, -0.083, -0.275, -0.175, 0.246, 0.247, 1.311]}

Entry 2:
{"formula": "C3H3P3", "method": "the ωB97M-V functional and the def2-TZVPD basis", "max_force_ev_per_a": 5.0, "total_energy_ev": -31019.7725, "s_squared": 2.04, "orbital_gap_ev": [6.3, 5.8], "multiplicity": 3, "species": ["C", "C", "C", "P", "P", "P", "H", "H", "H"], "positions_angstrom": [[-0.372, 1.366, -0.193], [-0.720, -1.421, -0.585], [0.222, -1.580, 0.432], [-1.374, 0.078, -0.979], [1.447, -1.892, 1.349], [0.818, 1.131, 1.017], [-0.422, 2.320, -0.925], [-1.219, -2.271, -0.966], [1.620, 2.269, 0.851]], "lowdin_spin": [0.090, 0.288, 0.195, 0.356, 0.560, 0.439, 0.012, 0.010, 0.049]}

Entry 3:
{"formula": "C3H3PS", "method": "the ωB97M-V functional and the def2-TZVPD basis", "max_force_ev_per_a": 2.4, "total_energy_ev": -23277.0938, "orbital_gap_ev": [7.5, 5.4], "species": ["C", "C", "C", "P", "S", "H", "H", "H"], "positions_angstrom": [[-0.517, 0.722, -0.011], [0.638, 1.166, 0.082], [-1.697, -0.197, -0.048], [3.845, 0.574, 0.294], [3.215, -1.129, -0.167], [-2.243, 0.204, -0.933], [-2.025, -0.158, 1.044], [-1.216, -1.181, -0.262]], "nbo_charge": [-0.242, -0.072, -0.700, 0.485, -0.207, 0.249, 0.250, 0.238]}

Entry 4:
{"formula": "C3H3PS", "method": "the ωB97M-V functional and the def2-TZVPD basis", "max_force_ev_per_a": 3.2, "total_energy_ev": -23277.3546, "orbital_gap_ev": [6.8, 6.3], "species": ["C", "C", "C", "P", "S", "H", "H", "H"], "positions_angstrom": [[0.165, -1.048, 0.777], [-0.448, -0.482, -0.194], [0.572, -1.109, 2.008], [-3.173, -2.429, -2.978], [-1.353, -0.534, -1.546], [-2.460, -3.604, -2.600], [-0.044, -0.605, 2.707], [1.416, -1.645, 2.331]], "nbo_charge": [-0.138, -0.112, -0.301, 0.149, 0.085, -0.098, 0.207, 0.208]}

Entry 5:
{"formula": "C3H3PS", "method": "the ωB97M-V functional and the def2-TZVPD basis", "smiles": "CC#CP=S", "max_force_ev_per_a": 3.7, "total_energy_ev": -23281.2904, "orbital_gap_ev": 7.5, "species": ["C", "C", "C", "P", "S", "H", "H", "H"], "positions_angstrom": [[1.449, 0.539, 0.066], [2.615, 0.857, 0.319], [0.139, -0.185, 0.033], [4.297, 1.298, 0.544], [4.345, 3.090, 1.288], [0.446, -1.048, 0.508], [-0.123, -0.442, -1.053], [-0.612, 0.456, 0.596]], "nbo_charge": [0.131, -0.515, -0.685, 0.683, -0.361, 0.246, 0.250, 0.251]}

Entry 6:
{"formula": "C3H3PS", "method": "the ωB97M-V functional and the def2-TZVPD basis", "max_force_ev_per_a": 5.1, "total_energy_ev": -23277.9394, "orbital_gap_ev": [6.3, 6.3], "species": ["C", "C", "C", "P", "S", "H", "H", "H"], "positions_angstrom": [[0.385, 0.058, -0.554], [-0.561, 0.474, -1.419], [-0.036, -0.150, 0.877], [2.405, -0.712, -0.188], [-1.555, 1.152, -2.390], [0.560, 0.190, 1.631], [-0.026, -1.201, 0.952], [-1.173, 0.189, 1.092]], "nbo_charge": [-0.420, -0.108, -0.636, 0.341, 0.179, 0.216, 0.215, 0.213]}

Entry 7:
{"formula": "C3H42NO17", "method": "the ωB97M-V functional and the def2-TZVPD basis", "max_force_ev_per_a": 6.1, "total_charge": 1, "total_energy_ev": -40083.5083, "orbital_gap_ev": 11.0, "species": ["O", "C", "C", "N", "C", "H", "H", "H", "H", "H", "H", "H", "H", "H", "H", "H", "H", "O", "H", "H", "O", "H", "H", "O", "H", "H", "O", "H", "H", "O", "H", "H", "O", "H", "H", "O", "H", "H", "O", "H", "H", "O", "H", "H", "O", "H", "H", "O", "H", "H", "O", "H", "H", "O", "H", "H", "O", "H", "H", "O", "H", "H", "O"], "positions_angstrom": [[0.552, 1.275, -2.337], [1.017, 1.019, -0.977], [2.086, -0.094, -1.231], [1.602, -1.102, -2.223], [2.863, -1.782, -2.725], [0.727, 2.143, -2.595], [1.592, 1.776, -0.445], [0.171, 0.865, -0.438], [2.258, -0.564, -0.314], [3.029, 0.355, -1.601], [1.091, -0.549, -2.977], [0.930, -1.702, -1.828], [2.654, -2.666, -3.461], [3.496, -2.173, -1.915], [3.504, -1.059, -3.285], [3.361, -3.323, 1.054], [1.774, -2.981, 0.494], [2.700, -2.692, 0.680], [-3.071, -1.053, 2.109], [-4.592, -0.996, 1.914], [-3.804, -1.511, 1.960], [-1.777, 4.319, 1.751], [-1.517, 4.107, 3.179], [-1.025, 4.037, 2.377], [-1.621, -2.303, 1.826], [-0.382, -2.857, 2.666], [-0.759, -2.070, 2.192], [-3.168, -2.171, -2.814], [-2.387, -1.260, -1.969], [-2.297, -2.157, -2.384], [-3.514, 1.244, -1.604], [-3.263, 0.275, -0.347], [-3.497, 0.340, -1.270], [-0.586, 0.072, 3.066], [-0.748, 1.497, 3.070], [-1.114, 0.750, 3.479], [-2.139, -3.987, 0.022], [-2.008, -4.587, -1.274], [-1.541, -4.578, -0.457], [2.134, 4.136, 1.862], [0.887, 4.834, 1.903], [1.532, 4.562, 1.317], [0.954, 3.846, -0.154], [0.657, 4.647, -1.398], [0.660, 3.668, -1.029], [-0.416, -1.982, 0.512], [-0.471, -3.072, -0.486], [-0.016, -2.222, -0.316], [-1.225, 3.507, -1.548], [-2.412, 3.916, -2.323], [-2.206, 3.356, -1.620], [4.198, -1.381, 2.600], [2.952, -1.272, 1.621], [3.346, -0.966, 2.528], [-1.791, 1.673, 0.969], [-1.489, 0.283, 1.636], [-2.050, 0.796, 0.971], [1.368, 1.620, 4.839], [2.614, 1.324, 4.200], [1.737, 1.713, 4.032], [-0.615, -2.480, -4.571], [-0.774, -1.971, -3.165], [-0.175, -2.394, -3.751]], "nbo_charge": [-0.757, -0.080, -0.224, -0.540, -0.439, 0.497, 0.202, 0.197, 0.222, 0.217, 0.477, 0.466, 0.253, 0.237, 0.223, 0.510, 0.524, -1.010, 0.459, 0.496, -0.952, 0.486, 0.481, -0.962, 0.489, 0.518, -0.975, 0.491, 0.514, -0.992, 0.501, 0.505, -1.006, 0.465, 0.471, -0.914, 0.467, 0.490, -0.926, 0.483, 0.494, -0.947, 0.507, 0.486, -1.005, 0.491, 0.507, -1.026, 0.492, 0.465, -0.970, 0.462, 0.494, -0.988, 0.485, 0.479, -0.975, 0.463, 0.481, -0.943, 0.480, 0.489, -0.986]}

Entry 8:
{"formula": "C3H45BNO20P2", "method": "the ωB97M-V functional and the def2-TZVPD basis", "max_force_ev_per_a": 1.8, "total_charge": -1, "total_energy_ev": -65538.8177, "orbital_gap_ev": 5.7, "species": ["C", "C", "C", "B", "P", "N", "P", "O", "O", "O", "H", "H", "H", "H", "H", "H", "H", "H", "H", "H", "H", "O", "H", "H", "O", "H", "H", "O", "H", "H", "O", "H", "H", "O", "H", "H", "O", "H", "H", "O", "H", "H", "O", "H", "H", "O", "H", "H", "O", "H", "H", "O", "H", "H", "O", "H", "H", "O", "H", "H", "O", "H", "H", "O", "H", "H", "O", "H", "H", "O", "H", "H"], "positions_angstrom": [[-1.081, 3.085, -0.774], [0.117, 2.910, -1.383], [1.240, 2.049, -0.908], [0.841, 0.525, -0.391], [1.676, 0.173, 1.337], [1.976, -1.364, 1.751], [1.230, -0.694, -1.832], [2.135, -0.182, -2.903], [1.784, -2.158, -1.383], [-0.186, -1.082, -2.550], [-1.469, 4.089, -0.647], [-1.698, 2.249, -0.467], [0.304, 3.488, -2.293], [2.026, 2.005, -1.664], [1.665, 2.606, -0.069], [-0.351, 0.478, -0.180], [0.787, 0.730, 2.266], [2.849, 0.944, 1.389], [2.975, -1.424, 1.930], [2.063, -2.596, -2.204], [-0.381, -2.004, -2.332], [-3.227, 4.551, 0.860], [-3.581, 3.678, 1.062], [-3.220, 5.018, 1.705], [2.763, -1.832, -5.204], [2.521, -1.188, -4.507], [2.199, -1.593, -5.947], [0.185, 2.979, 2.026], [-0.187, 3.612, 2.647], [-0.340, 3.080, 1.209], [-5.008, 5.881, 2.615], [-5.415, 6.530, 3.196], [-5.587, 5.815, 1.849], [4.929, -2.361, 2.956], [4.825, -2.714, 3.844], [5.109, -3.132, 2.405], [3.667, 3.174, 1.379], [3.139, 3.307, 2.173], [3.851, 4.054, 1.038], [-2.051, -2.998, -1.517], [-2.181, -3.332, -0.619], [-2.355, -2.081, -1.489], [-2.031, -5.640, -0.579], [-1.096, -5.879, -0.523], [-2.037, -5.035, -1.326], [-2.117, 7.521, 1.639], [-2.246, 7.072, 0.795], [-2.905, 8.070, 1.734], [-3.523, 0.918, -0.077], [-3.480, 0.319, 0.676], [-4.237, 0.581, -0.627], [0.849, -5.002, -0.442], [1.250, -4.160, -0.705], [1.413, -5.690, -0.812], [2.506, -7.485, -0.067], [3.167, -8.150, 0.147], [2.063, -7.301, 0.770], [-3.458, -3.760, -4.094], [-2.916, -3.561, -3.318], [-3.525, -4.719, -4.098], [3.513, -5.038, 1.867], [3.360, -5.228, 0.934], [2.853, -4.361, 2.075], [0.007, -2.528, 4.110], [0.850, -2.208, 3.745], [-0.637, -2.040, 3.590], [0.948, -3.936, -4.096], [1.785, -3.584, -4.439], [0.292, -3.378, -4.526], [-3.174, 10.042, 2.720], [-2.396, 9.561, 3.026], [-3.616, 10.326, 3.527]], "mulliken_charge": [-1.089, 0.043, -0.876, 0.601, 0.313, -0.460, 0.741, -1.023, -0.372, -0.598, 0.201, 0.379, 0.312, 0.499, 0.195, -0.336, -0.032, -0.095, 0.108, 0.248, 0.324, -0.581, 0.278, 0.316, -0.687, 0.434, 0.308, -0.603, 0.281, 0.242, -0.585, 0.277, 0.314, -0.631, 0.301, 0.301, -0.626, 0.309, 0.281, -0.571, 0.265, 0.287, -0.671, 0.335, 0.332, -0.663, 0.313, 0.357, -0.592, 0.294, 0.264, -0.576, 0.299, 0.342, -0.634, 0.285, 0.330, -0.660, 0.363, 0.310, -0.680, 0.326, 0.364, -0.680, 0.362, 0.288, -0.614, 0.332, 0.295, -0.661, 0.338, 0.309]}